(1)
Density functional theory data (ωB97M-V/def2-TZVPD) for a cluster of 2 separate species, CH7N2O in total at a distorted geometry.

Its spin multiplicity is 2. Its LUMO energy (alpha / beta) is 0.7 / 0.6 eV. The energy above the lowest of the compared OMol25 structures with the same formula, charge and spin comes out at 7.2 kcal/mol. The value obtained for the HOMO energy (alpha / beta) is -4.390 / -8.816 eV. The value obtained for the orbital gap (alpha / beta) is 5.06 / 9.43 eV. Its total charge is 0.

Each line ends with the Löwdin charge.
Cartesian coordinates (Å):
N1 -0.387705 1.379377 -0.310515  -0.0203
C1 0.206645 0.937534 0.880913  -0.3727
N2 1.084444 -0.123747 0.774543  -0.0184
H1 -0.647310 0.684186 -1.049185  0.0603
H2 -1.254952 1.902616 -0.037588  0.0840
H3 0.103970 1.354749 1.860324  0.0681
H4 1.510979 -0.522822 1.652569  0.1048
H5 1.210211 -0.465068 -0.183170  0.0641
H6 -1.611537 -1.858144 -1.106993  0.0613
H7 -0.321726 -2.549061 -1.138249  0.0464
O1 -0.654441 -1.641952 -1.070153  -0.0776

Forces on atoms 1 to 3 (eV/Å):
N -1.8 1.1 -0.1
C 0.3 -1.1 0.1
N 1.0 -0.6 0.7

---

(2)
Density functional theory data (ωB97M-V/def2-TZVPD) for a structure of composition C11H21Cl16IO4S at a distorted geometry.

Its spin multiplicity is 1. Its LUMO energy is -0.9 eV. The value obtained for the HOMO energy is -9.918 eV. The value obtained for the orbital gap is 9.05 eV. Its total charge is 0.

Each line ends with the Löwdin charge.
Cartesian coordinates (Å):
O1 1.807312 -0.621350 -1.420572  -0.4618
S1 2.841195 -1.622019 -1.399948  0.7596
O2 2.164341 -3.021986 -1.790687  -0.9345
I1 1.376474 -3.216895 -3.650987  0.9801
O3 3.767636 -1.284986 -2.674478  -0.3741
C1 5.119650 -1.773380 -2.569607  -0.1720
C2 5.267091 -3.169828 -3.139858  -0.3652
C3 6.638565 -3.586894 -3.478174  -0.0002
O4 5.547280 -3.270741 -4.481062  -0.0532
H1 5.426853 -1.790941 -1.525668  0.1190
H2 5.744788 -1.116128 -3.160141  0.1365
H3 4.628755 -3.934231 -2.720671  0.1340
H4 7.390217 -2.903436 -3.829157  0.1143
H5 6.781742 -4.649727 -3.561738  0.1057
C4 -0.395245 0.467272 1.090908  -0.9851
Cl1 -0.897016 2.159909 1.052765  0.5185
Cl2 0.622047 0.120190 2.505431  0.5236
H6 -1.279878 -0.155177 1.141861  0.0296
H7 0.177266 0.248209 0.196514  -0.0036
C5 0.119516 4.942749 3.534695  -1.0616
Cl3 1.490548 4.855276 4.649625  0.5031
Cl4 -1.356344 5.492611 4.335524  0.4861
H8 0.363765 5.644912 2.747953  0.0021
H9 -0.057831 3.954981 3.128078  -0.0250
C6 -0.579449 -2.392149 5.049847  -1.0254
Cl5 -2.236417 -2.510732 5.666121  0.5139
Cl6 0.082293 -3.974508 4.630021  0.5064
H10 -0.587264 -1.772501 4.162859  -0.0356
H11 0.041697 -1.949331 5.818667  0.0242
C7 -3.669784 5.522588 0.817582  -1.0074
Cl7 -1.917430 5.762523 0.874193  0.5144
Cl8 -4.141078 3.963135 1.487930  0.4877
H12 -4.141877 6.306476 1.396569  0.0277
H13 -3.988334 5.565180 -0.216985  0.0036
C8 -1.167817 -2.510278 -6.445393  -1.0070
Cl9 -0.200786 -1.063250 -6.694121  0.5094
Cl10 -0.143904 -3.953923 -6.304529  0.4302
H14 -1.711503 -2.399468 -5.514807  0.0277
H15 -1.847363 -2.647109 -7.277085  0.0297
C9 1.023909 2.609764 -4.946677  -1.0179
Cl11 -0.457996 2.470335 -5.907655  0.4815
Cl12 1.158667 1.335458 -3.730992  0.5356
H16 1.870505 2.535145 -5.617606  0.0229
H17 1.014768 3.568999 -4.444753  0.0217
C10 -1.806026 -3.264650 9.470928  -1.0331
Cl13 -0.053426 -3.024109 9.491225  0.4930
Cl14 -2.263778 -4.836212 10.137931  0.5003
H18 -2.267483 -2.488805 10.068779  0.0244
H19 -2.148682 -3.209715 8.445593  -0.0289
C11 -6.778580 2.126244 -1.072556  -1.0229
Cl15 -5.734267 3.442614 -1.618380  0.5005
Cl16 -5.856431 0.687992 -0.622331  0.5016
H20 -7.330158 2.465744 -0.204773  0.0239
H21 -7.450733 1.866152 -1.880210  0.0222

Forces on atoms 1 to 3 (eV/Å):
O -0.3 0.3 -0.3
S 0.0 -0.2 1.1
O 0.4 0.2 -0.6

---

(3)
Density functional theory data (ωB97M-V/def2-TZVPD) for a structure of composition C8H27BO8SSr at a distorted geometry.

Its spin multiplicity is 2. Its LUMO energy (alpha / beta) is 2.3 / 0.2 eV. The energy above the lowest of the compared OMol25 structures with the same formula, charge and spin comes out at 0.0 kcal/mol. The value obtained for the HOMO energy (alpha / beta) is -4.173 / -4.165 eV. The value obtained for the orbital gap (alpha / beta) is 6.46 / 4.32 eV. Its total charge is -1.

Each line ends with the Löwdin charge.
Cartesian coordinates (Å):
Sr1 -8.253711 18.250212 -29.570221  1.5212
B1 -5.746586 18.493064 -28.635284  -0.4512
H1 -6.434283 17.839617 -28.121162  -0.0955
H2 -6.175543 19.471804 -28.485919  -0.0683
H3 -4.748794 18.369555 -28.243634  -0.0531
H4 -5.797704 18.338750 -29.701969  -0.0851
S1 -7.588043 21.705383 -30.173586  0.1908
O1 -7.467036 22.690043 -29.061010  -0.2881
O2 -7.841233 22.367074 -31.439399  -0.2225
O3 -6.378837 20.928607 -30.296118  -0.1698
O4 -8.567583 20.692382 -29.953079  -0.4487
C1 -6.948812 13.501956 -29.293377  -0.1108
C2 -7.555343 14.780341 -29.970652  -0.4878
O5 -8.285847 15.703917 -29.200302  -0.4741
H5 -7.687548 12.949808 -28.712433  0.0537
H6 -6.130876 13.886705 -28.684243  0.0545
H7 -6.476106 12.843400 -30.022044  0.0466
H8 -8.274971 14.360098 -30.673252  0.0587
H9 -6.826993 15.343195 -30.554428  0.0804
C3 -12.539566 17.584895 -30.822870  -0.0777
C4 -11.176550 17.521049 -31.456207  -0.3278
O6 -10.290354 18.455155 -30.884166  -0.1924
H10 -13.467353 17.522655 -31.391591  0.0762
H11 -12.589958 18.545685 -30.310589  0.0777
H12 -12.517829 16.783920 -30.083904  0.0690
H13 -11.417796 17.770608 -32.489465  0.1033
H14 -10.833805 16.495041 -31.590115  0.1271
H15 -10.540985 19.229160 -31.393775  0.1105
C5 -11.615812 18.135950 -26.270596  -0.0734
C6 -11.022878 18.200763 -27.637004  -0.3541
O7 -9.674426 17.958957 -27.602314  -0.1720
H16 -11.266504 17.252161 -25.736752  0.0860
H17 -12.656400 17.818486 -26.337551  0.0765
H18 -11.531966 19.093193 -25.756038  0.0861
H19 -11.171128 19.134836 -28.178870  0.1292
H20 -11.528933 17.358017 -28.107949  0.1035
H21 -9.595007 17.281514 -26.926772  0.1038
C7 -8.603856 17.254365 -33.492518  -0.0886
C8 -7.293842 17.933903 -33.223188  -0.2731
O8 -7.315165 18.474633 -31.895564  -0.1714
H22 -8.699487 16.348825 -32.893389  0.0838
H23 -8.686296 17.063024 -34.562421  0.0800
H24 -9.437978 17.931577 -33.308891  0.0543
H25 -7.058311 18.625011 -34.032506  0.1229
H26 -6.638437 17.068381 -33.320268  0.1144
H27 -7.026469 19.378211 -32.043205  0.0755

Forces on atoms 1 to 3 (eV/Å):
Sr 1.6 -1.1 0.6
B 0.5 -0.2 0.2
H -2.5 -3.0 2.1

---

(4)
Density functional theory data (ωB97M-V/def2-TZVPD) for a structure of composition C3H2INO2 at a distorted geometry.

Its spin multiplicity is 1. Its LUMO energy is -1.0 eV. The energy above the lowest of the compared OMol25 structures with the same formula, charge and spin comes out at 49.6 kcal/mol. The value obtained for the HOMO energy is -9.564 eV. The value obtained for the orbital gap is 8.55 eV. Its total charge is 0.

Each line ends with the Löwdin charge.
Cartesian coordinates (Å):
C1 -1.171903 1.866213 0.797926  0.1273
C2 -0.255468 1.149765 0.579573  -0.3593
N1 0.739285 0.241882 0.358691  -0.3533
I1 0.904158 -0.949228 2.086588  0.9459
C3 0.382007 -0.559149 -0.791329  -0.6944
O1 -0.104704 -0.055600 -1.739244  0.1499
O2 0.670386 -1.858344 -0.705567  0.0208
H1 -2.113495 2.272202 1.007463  0.0279
H2 0.949735 -2.107741 -1.594101  0.1352

Forces on atoms 1 to 3 (eV/Å):
C -0.7 0.3 0.2
C 1.1 -0.5 -0.2
N -0.9 -1.5 0.2

---

Number 1: calculated total energy -6175.9766 eV. Number 2: calculated total energy -239229.2564 eV. Number 3: calculated total energy -37459.0880 eV. Number 4: calculated total energy -16826.1269 eV.